Entry 1
Here is a molecular structure, C6H7NO from the Open Molecules 2025 dataset. Energies are from the ωB97M-V functional and the def2-TZVPD basis.

LUMO in eV: -1.000
Orbital gap in eV: 6.720
Multiplicity: 1

Positions of all 15 atoms, in Å:
C  0.938  -0.149  -0.623
C  0.017  -1.375  1.011
C  -0.675  -0.311  0.707
C  -1.910  0.646  0.896
C  -1.270  1.584  -0.061
C  -0.297  0.435  -0.381
H  1.223  0.090  -2.811
H  1.653  -1.907  0.275
H  0.050  -2.484  1.433
H  -1.839  1.408  1.869
H  -2.955  0.361  0.804
H  -1.801  2.013  -0.998
H  -0.506  2.551  0.244
N  1.049  -1.017  0.260
O  2.002  0.013  -1.491

Entry 2
Here is a molecular structure, C6H7NO from the Open Molecules 2025 dataset. Energies are from the ωB97M-V functional and the def2-TZVPD basis.

LUMO in eV: 0.455
Orbital gap in eV: 9.198
Multiplicity: 1

Positions of all 15 atoms, in Å:
C  1.422  -0.319  -1.287
C  0.985  0.121  0.103
C  -0.156  -0.745  0.772
C  -0.528  0.899  -0.121
C  -0.848  1.287  1.296
C  -0.662  0.188  1.934
H  2.449  -0.054  -1.430
H  1.701  0.635  0.709
H  -0.041  -1.860  1.053
H  -0.817  -0.871  -1.212
H  -0.365  1.402  -1.181
H  -1.279  2.187  1.685
H  -0.664  -0.096  3.019
N  -1.139  -0.491  -0.284
O  0.714  -0.812  -2.105

Entry 3
Here is a molecular structure, C6H7NO from the Open Molecules 2025 dataset. Energies are from the ωB97M-V functional and the def2-TZVPD basis.

LUMO in eV: -1.079
Orbital gap in eV: 8.941
Multiplicity: 1

Positions of all 15 atoms, in Å:
C  -0.462  2.263  -0.716
C  0.433  1.036  -0.944
C  0.255  -0.249  -0.530
C  1.567  -0.866  -0.191
C  -0.660  -0.652  0.457
C  -0.521  -2.075  0.835
H  -0.002  2.560  0.502
H  -1.671  2.033  -0.769
H  -0.257  3.204  -1.457
H  1.367  1.079  -1.574
H  -0.030  -1.704  2.028
H  -1.479  -2.658  0.998
H  0.398  -2.844  0.072
N  2.634  -1.280  0.199
O  -1.572  0.151  1.091

Entry 4
Here is a molecular structure, C6H7NO from the Open Molecules 2025 dataset. Energies are from the ωB97M-V functional and the def2-TZVPD basis.

LUMO in eV: 0.887
Orbital gap in eV: 8.782
Multiplicity: 1

Positions of all 15 atoms, in Å:
C  0.226  1.005  1.402
C  1.351  0.471  0.574
C  0.662  -0.099  -0.420
C  0.524  -1.182  -1.500
C  -0.963  -0.801  -1.450
C  -0.989  0.727  0.778
H  0.164  1.205  3.388
H  2.430  0.645  0.958
H  0.844  -2.122  -1.061
H  1.172  -0.929  -2.447
H  -1.735  -1.450  -1.200
H  -1.313  -0.164  -2.351
H  -2.015  0.901  1.120
N  -0.663  0.084  -0.373
O  0.306  1.711  2.582

entry 4 (0.0582 hartree below the next structure)

Entry 1
Here is a single C4H3NOS2 molecule from the Open Molecules 2025 dataset. Energies are from the ωB97M-V functional and the def2-TZVPD basis.

SMILES: C#C[C@H]1ONC(=S)S1
LUMO in eV: 0.042
Orbital gap in eV: 8.799
Multiplicity: 1

Positions of all 11 atoms, in Å:
C  -0.999  2.608  -2.005
C  -0.396  1.498  -1.779
C  0.582  0.333  -1.450
O  1.399  0.823  -0.247
N  0.669  0.577  0.898
C  0.132  -0.611  0.930
S  -0.588  -1.407  2.247
S  -0.198  -1.014  -0.743
H  -1.545  3.570  -1.895
H  1.348  0.316  -2.372
H  0.978  1.244  1.699

Entry 2
Here is a single C4H3NOS2 molecule from the Open Molecules 2025 dataset. Energies are from the ωB97M-V functional and the def2-TZVPD basis.

SMILES: S=C1C=C/C(=N\S)O1
LUMO in eV: -1.389
Orbital gap in eV: 7.486
Multiplicity: 1

Positions of all 11 atoms, in Å:
S  0.345  3.141  -0.433
C  0.331  1.575  -0.028
C  1.076  0.892  1.029
C  0.751  -0.410  1.006
C  -0.208  -0.593  -0.083
N  -0.836  -1.573  -0.572
S  -0.585  -3.104  0.132
O  -0.428  0.649  -0.670
H  1.756  1.383  1.686
H  1.103  -1.198  1.641
H  -1.442  -3.747  -0.685

entry 2 (0.1569 hartree below the next structure)

Entry 1
Here is a molecular structure, C6H8N2O2 from the Open Molecules 2025 dataset. Energies are from the ωB97M-V functional and the def2-TZVPD basis.

LUMO in eV: 0.541
Orbital gap in eV: 9.752
Multiplicity: 1

Positions of all 18 atoms, in Å:
O  -2.507  2.240  -0.635
C  -2.534  1.023  -0.045
C  -2.578  0.532  1.348
N  -3.663  -0.380  1.087
C  -3.289  -0.333  -0.347
C  -1.909  -1.029  -0.456
C  -1.380  0.137  0.370
C  -0.024  0.476  0.718
N  0.740  1.386  0.946
H  -3.318  2.721  -0.435
H  -2.375  1.033  2.294
H  -3.572  -1.303  1.512
H  -4.073  -0.506  -1.089
H  -1.834  -2.044  -0.042
H  -1.524  -0.997  -1.483
O  1.739  -0.370  -0.328
H  1.973  0.734  0.149
H  1.235  -0.412  -1.148

Entry 2
Here is a single C6H8N2O2 molecule from the Open Molecules 2025 dataset. Energies are from the ωB97M-V functional and the def2-TZVPD basis.

SMILES: COc1nc(=O)c(C)c[nH]1
LUMO in eV: 0.489
Orbital gap in eV: 9.075
Multiplicity: 1

Positions of all 18 atoms, in Å:
C  -2.727  -1.665  1.066
O  -1.390  -1.607  1.420
C  -0.513  -0.971  0.567
N  -0.776  -0.733  -0.696
C  -0.019  0.072  -1.443
O  -0.200  0.289  -2.646
C  1.148  0.844  -0.734
C  2.006  2.007  -1.262
C  1.527  0.403  0.578
N  0.649  -0.487  1.133
H  -3.036  -0.744  0.621
H  -2.954  -2.535  0.531
H  -3.317  -1.854  1.942
H  1.289  2.657  -1.741
H  2.632  2.472  -0.457
H  2.662  1.672  -2.099
H  2.304  0.927  1.080
H  0.715  -0.748  2.140

Entry 3
Here is a single C6H8N2O2 molecule from the Open Molecules 2025 dataset. Energies are from the ωB97M-V functional and the def2-TZVPD basis.

SMILES: [H]/N=C(/O)[C@@H]1CC(=O)[C@]12CN2
LUMO in eV: 0.595
Orbital gap in eV: 10.533
Multiplicity: 1

Positions of all 18 atoms, in Å:
H  -1.797  -1.546  1.115
N  -2.247  -0.697  0.785
C  -1.738  -0.269  -0.333
O  -2.282  0.911  -0.568
C  -0.327  -0.419  -0.818
C  0.495  -1.669  -0.397
C  1.643  -0.736  -0.031
O  2.809  -0.888  0.222
C  0.762  0.472  -0.186
C  0.669  1.576  0.808
N  1.138  1.813  -0.545
H  -2.843  0.870  0.473
H  -0.342  -0.277  -1.907
H  0.713  -2.399  -1.186
H  0.122  -2.200  0.491
H  -0.319  1.975  1.043
H  1.394  1.575  1.625
H  2.151  1.909  -0.590

Entry 4
Here is a single C6H8N2O2 molecule from the Open Molecules 2025 dataset. Energies are from the ωB97M-V functional and the def2-TZVPD basis.

SMILES: C/C(=C/C=C\N=O)C(N)=O
LUMO (alpha / beta) in eV: -1.205 / -1.205
Orbital gap (alpha / beta) in eV: 7.878 / 7.877
Multiplicity: 1

Positions of all 18 atoms, in Å:
C  2.246  0.221  0.099
C  0.830  -0.109  -0.004
C  0.391  -1.384  -0.194
C  -0.981  -1.847  -0.354
C  -2.039  -1.167  -0.023
N  -1.753  -0.069  0.722
O  -2.774  0.701  0.997
C  0.074  1.059  -0.513
N  -0.037  2.163  0.309
O  -0.335  1.143  -1.677
H  2.291  0.614  -0.884
H  2.944  -0.660  0.247
H  2.623  0.937  0.826
H  1.134  -2.076  -0.010
H  -1.043  -2.846  -0.660
H  -3.028  -1.545  -0.346
H  0.180  2.094  1.360
H  -0.725  2.772  0.106

entry 2 (0.0749 hartree below the next structure)